[1]
A cluster of 5 separate species, C26H45BBr2F3N5O3P in total, computed with ωB97M-V with the def2-TZVPD basis set.

Each line ends with the Löwdin charge.
Atoms and positions in Å:
C1 -4.287 0.230 -0.931  -0.1388
O1 -4.375 1.631 -0.851  -0.2084
C2 -4.172 2.314 -2.104  -0.1118
B1 -2.690 2.945 -2.240  -0.8502
C3 -1.563 1.793 -1.914  -0.5683
Br1 -1.390 0.555 -3.349  0.7290
C4 -0.888 1.598 -0.775  -0.7631
C5 -1.010 2.480 0.452  -0.1311
Br2 0.298 0.123 -0.486  0.6427
O2 -2.536 4.179 -1.377  0.0041
C6 -2.532 5.274 -2.246  -0.3724
C7 -1.935 6.528 -1.609  -0.1078
C8 -0.554 6.294 -0.988  -0.0637
C9 0.026 7.548 -0.408  -0.6218
F1 1.209 7.347 0.221  0.1022
F2 -0.776 8.122 0.510  0.1231
F3 0.276 8.496 -1.330  0.1253
C10 -1.839 4.704 -3.485  -0.4522
P1 -1.915 5.694 -4.997  0.7524
N1 -0.575 6.344 -5.510  -0.3303
O3 -2.498 3.472 -3.649  -0.0888
H1 -4.749 -0.194 -0.030  0.0794
H2 -4.821 -0.156 -1.814  0.0831
H3 -3.243 -0.118 -0.984  0.0646
H4 -4.913 3.129 -2.146  0.1112
H5 -4.403 1.633 -2.939  0.0979
H6 -0.529 3.448 0.266  0.0618
H7 -2.065 2.671 0.674  0.0846
H8 -0.512 2.022 1.307  0.0420
H9 -3.566 5.532 -2.562  0.1490
H10 -2.618 6.857 -0.815  0.1254
H11 -1.889 7.329 -2.360  0.1160
H12 -0.652 5.563 -0.177  0.1228
H13 0.162 5.895 -1.714  0.1366
H14 -0.771 4.551 -3.238  0.1341
H15 -2.879 6.661 -4.636  -0.0014
H16 -2.617 4.875 -5.895  0.0091
H17 -0.317 6.032 -6.437  -0.0679
C11 5.994 5.496 1.041  -0.1133
C12 5.685 6.561 -0.004  -0.2638
C13 4.208 6.576 -0.416  -0.1995
C14 3.803 5.301 -1.005  -0.2384
N2 3.485 4.296 -1.474  0.1566
H18 5.789 4.497 0.656  0.0714
H19 7.044 5.534 1.334  0.0673
H20 5.389 5.642 1.938  0.0758
H21 6.303 6.399 -0.890  0.1089
H22 5.939 7.548 0.386  0.1041
H23 4.015 7.362 -1.147  0.1204
H24 3.572 6.768 0.448  0.1045
C15 1.686 -4.547 0.984  -0.1122
C16 0.717 -3.646 1.739  -0.2617
C17 -0.747 -3.978 1.431  -0.2016
C18 -1.047 -3.811 0.010  -0.2484
N3 -1.243 -3.682 -1.121  0.1612
H25 1.573 -4.419 -0.094  0.0690
H26 2.720 -4.306 1.235  0.0707
H27 1.517 -5.597 1.222  0.0398
H28 0.904 -2.599 1.491  0.0912
H29 0.867 -3.755 2.814  0.0908
H30 -1.415 -3.325 1.996  0.1185
H31 -0.968 -5.008 1.711  0.0738
C19 -1.854 -8.779 -0.555  -0.1104
C20 -1.497 -7.443 -1.195  -0.2571
C21 -0.121 -7.455 -1.869  -0.1861
C22 0.948 -7.743 -0.913  -0.2365
N4 1.748 -7.965 -0.113  0.1464
H32 -1.150 -9.036 0.238  0.0689
H33 -2.850 -8.739 -0.115  0.0698
H34 -1.844 -9.587 -1.291  0.0730
H35 -1.518 -6.650 -0.450  0.0877
H36 -2.238 -7.177 -1.950  0.1114
H37 0.088 -6.487 -2.329  0.1157
H38 -0.086 -8.214 -2.653  0.1166
C23 2.850 -7.287 5.571  -0.1068
C24 1.934 -6.387 6.391  -0.2605
C25 0.448 -6.696 6.172  -0.1896
C26 0.064 -6.511 4.774  -0.2060
N5 -0.182 -6.379 3.655  0.1874
H39 2.683 -7.153 4.502  0.0722
H40 3.896 -7.059 5.775  0.0717
H41 2.683 -8.340 5.809  0.0763
H42 2.120 -5.341 6.141  0.1111
H43 2.149 -6.503 7.455  0.1053
H44 -0.180 -6.048 6.785  0.1166
H45 0.226 -7.729 6.448  0.1199

Calculated values
E: -199489.8538 eV
net charge: -1

[2]
An isolated molecule of C5H6FN, computed with ωB97M-V with the def2-TZVPD basis set.

Each line ends with the natural charge from an NBO analysis.
Atoms and positions in Å:
C1 -1.427 -0.222 0.241  -0.6673
C2 -0.001 0.032 -0.083  0.0374
C3 0.229 1.223 -1.005  -0.6803
C4 1.039 -0.716 0.394  0.2241
C5 1.220 -1.753 1.251  0.2033
H1 -2.160 -0.273 -0.677  0.2322
H2 -1.756 0.662 0.821  0.2333
H3 -1.816 -1.095 0.832  0.2462
H4 0.226 2.304 -0.490  0.2500
H5 1.316 1.360 -1.511  0.2557
H6 -0.483 1.149 -1.937  0.2372
N1 1.366 -2.398 2.262  -0.2414
F1 2.247 -0.271 -0.097  -0.3305

Calculated values
energy above the lowest of the compared OMol25 structures with the same formula, charge and spin: 204.81 kJ/mol
E: -9487.3644 eV
structure (SMILES): CC(C)=C(F)C#N

[3]
A structure of composition C14H37MnN2O5, computed with ωB97M-V with the def2-TZVPD basis set.

Each line ends with the Löwdin spin population.
Atoms and positions in Å:
Mn1 0.098 -0.341 -0.743  4.7045
C1 3.688 -1.176 0.273  0.0001
C2 3.531 -1.037 -1.231  0.0068
O1 2.208 -0.497 -1.578  0.0530
H1 3.121 -2.045 0.606  -0.0001
H2 3.199 -0.330 0.756  -0.0001
H3 4.673 -1.332 0.711  -0.0001
H4 3.744 -1.957 -1.776  0.0007
H5 4.136 -0.182 -1.534  0.0013
C3 -0.983 -3.420 2.606  0.0016
C4 0.008 -3.070 1.433  0.0071
O2 0.047 -1.703 1.007  0.0494
H6 -1.481 -2.522 2.972  0.0001
H7 -0.555 -4.111 3.332  0.0003
H8 -1.787 -4.086 2.293  0.0001
H9 -0.113 -3.831 0.662  0.0003
H10 1.005 -3.332 1.789  0.0007
C5 -1.795 2.815 -2.632  0.0003
C6 -0.933 1.773 -3.362  0.0048
O3 -0.017 1.164 -2.509  0.0454
H11 -1.145 3.238 -1.866  -0.0002
H12 -2.739 2.415 -2.265  0.0001
H13 -2.059 3.555 -3.388  0.0000
H14 -0.274 2.237 -4.095  0.0013
H15 -1.476 1.124 -4.049  0.0004
C7 -2.611 -3.132 -2.646  0.0021
C8 -2.062 -1.765 -2.199  0.0029
C9 -2.903 -1.239 -1.026  0.0028
O4 -2.205 -0.231 -0.374  0.0302
C10 -2.911 0.311 0.678  0.0042
N1 -0.611 -2.038 -2.023  0.0300
H16 -3.694 -3.009 -2.625  0.0005
H17 -2.199 -3.901 -1.992  0.0002
H18 -2.264 -3.371 -3.651  0.0003
H19 -2.158 -1.063 -3.028  0.0001
H20 -3.090 -2.033 -0.303  0.0001
H21 -3.855 -0.905 -1.440  0.0005
H22 -3.889 0.716 0.420  0.0008
H23 -2.248 1.114 1.002  0.0008
H24 -3.149 -0.286 1.558  0.0002
H25 -0.339 -2.458 -2.900  0.0032
H26 -0.514 -2.865 -1.453  0.0014
C11 -0.298 3.265 1.551  0.0005
C12 0.961 2.613 0.912  0.0055
C13 2.229 2.945 1.717  0.0018
O5 1.980 2.384 2.970  0.0005
C14 3.094 2.170 3.878  0.0001
N2 0.885 1.183 0.654  0.0293
H27 -0.564 2.836 2.518  0.0000
H28 -1.081 3.154 0.801  0.0001
H29 -0.137 4.314 1.798  0.0001
H30 0.975 3.161 -0.030  0.0002
H31 2.555 3.973 1.874  0.0004
H32 3.189 2.601 1.331  0.0001
H33 2.972 2.667 4.840  0.0000
H34 4.001 2.464 3.350  0.0000
H35 3.239 1.131 4.174  0.0000
H36 0.709 0.726 1.537  0.0017
H37 1.892 1.221 0.716  0.0018

Calculated values
spin multiplicity: 6
energy above the lowest of the compared OMol25 structures with the same formula, charge and spin: 35.53 kJ/mol
E: -59652.7892 eV
net charge: -1